1.
Below is a 2-piece molecular cluster, C4H11N2O overall, with properties calculated with ωB97M-V/def2-TZVPD.

Cartesian coordinates (Å):
1 C -1.29743 -1.01764 0.44466
2 O -0.82893 -1.06626 -0.84467
3 C -2.20467 0.18550 0.76557
4 C -1.63713 1.52643 0.29442
5 H -0.46643 -1.07420 1.19743
6 H -1.87443 -1.95135 0.67092
7 H -2.31563 0.20900 1.85914
8 H -3.17670 0.03719 0.29016
9 H -2.29826 2.34986 0.58469
10 H -1.54295 1.48401 -0.78907
11 H -0.65859 1.71776 0.73222
12 N 3.69669 -0.24282 -0.90796
13 C 2.32162 -0.55286 -0.82431
14 N 1.45894 0.35509 -0.73283
15 H 4.36255 -0.87920 -0.49561
16 H 3.86568 0.70796 -0.61950
17 H 2.12084 -1.62641 -0.89175
18 H 0.47484 -0.16208 -0.73349

Atoms 1-3, force components in eV/Å:
C 0.220 -0.864 -0.752
O -0.022 0.398 0.502
C 0.457 0.086 0.309

Output
* net charge: -1
* E_HOMO: -2.85 eV
* ΔE to the lowest compared entry with this formula, charge and spin: 0.646 eV

2.
Below is one molecule with the formula C3H8N2O, with properties calculated with ωB97M-V/def2-TZVPD.

Cartesian coordinates (Å):
1 N -1.30578 -1.83362 1.95432
2 C -0.86516 -0.37034 1.45287
3 C 0.03154 -0.57750 0.31476
4 N 0.13501 0.66683 -0.54433
5 C 1.25165 1.00486 -1.32100
6 O 1.14719 1.54316 -2.38517
7 H -1.24995 -1.94332 2.92676
8 H -2.02827 -2.27478 1.54549
9 H -0.34111 -0.05395 2.37302
10 H -1.78142 0.34485 1.37489
11 H 1.03998 -0.98416 0.53134
12 H -0.54949 -1.41036 -0.40445
13 H -0.79268 0.95540 -0.96010
14 H 2.21265 0.84644 -0.85539

Atoms 1-3, force components in eV/Å:
N 4.048 4.110 -0.564
C -2.520 -2.098 3.906
C -0.975 -0.780 -4.578

Output
* SMILES: NCCNC=O
* E_HOMO: -9.51 eV
* ΔE to the lowest compared entry with this formula, charge and spin: 2.229 eV

3.
Below is a 17-piece molecular cluster, C3H37N2O16 overall, with properties calculated with ωB97M-V/def2-TZVPD.

Cartesian coordinates (Å):
1 C 1.07450 2.99818 -0.73589
2 C 2.06106 3.44930 -1.55600
3 N 1.76593 2.88566 -2.78448
4 C 0.78610 1.97573 -2.66339
5 N 0.34407 2.08202 -1.41560
6 H 0.81337 3.26320 0.27126
7 H 2.95447 3.92647 -1.19428
8 H 2.43095 2.88791 -3.54086
9 H 0.22043 1.62487 -3.50436
10 H -0.45205 1.53994 -1.10090
11 H 1.29363 -2.20674 2.40996
12 H 0.72931 -2.94089 3.64711
13 O 1.23511 -3.05401 2.83768
14 H -2.88623 2.68926 1.42405
15 H -4.37585 2.55180 1.35188
16 O -3.61451 2.19660 1.81859
17 H -1.51047 -3.56121 -1.44298
18 H -1.29003 -3.32794 -2.81245
19 O -0.80217 -3.16268 -1.98638
20 H 2.89119 -0.03064 -0.81839
21 H 4.21114 0.36661 -0.38712
22 O 3.81226 -0.29962 -0.96700
23 H -1.36478 -0.38899 -2.85217
24 H -0.79948 -1.05738 -1.64493
25 O -0.96063 -0.17195 -2.00572
26 H -1.20674 0.89350 1.71757
27 H -0.50155 1.75266 2.67156
28 O -0.31996 1.27839 1.83196
29 H 3.99473 -2.57741 -0.68606
30 H 3.31055 -3.73428 -0.02992
31 O 3.48285 -2.79280 0.10318
32 H 1.72880 1.69034 1.72527
33 H 2.92645 0.73359 1.75619
34 O 2.64397 1.59349 1.43119
35 H 0.68323 -1.87101 -0.16286
36 H 2.09172 -1.62242 0.38901
37 O 1.16551 -1.32823 0.46569
38 H -4.12458 1.48368 -1.57564
39 H -2.96599 2.46395 -1.66655
40 O -3.18770 1.57298 -1.38118
41 H 0.66477 0.47154 3.81769
42 H 0.96911 -0.49996 2.71584
43 O 1.32474 -0.17234 3.54941
44 H -2.65764 -1.24762 -2.20463
45 H -3.75362 -0.64862 -1.43810
46 O -3.41519 -1.51724 -1.67099
47 H -0.74095 -3.32492 0.95570
48 H -1.95690 -3.98643 1.67209
49 O -1.65771 -3.59781 0.84469
50 H 2.25954 -1.09754 -2.54467
51 H 0.96367 -1.63251 -3.33998
52 O 1.40592 -0.88840 -2.93063
53 H -2.06623 -1.41817 0.87152
54 H -1.06683 -0.45416 0.34645
55 O -1.98537 -0.48856 0.63481
56 H -2.59267 1.63560 4.12731
57 H -2.20417 2.95950 3.68971
58 O -1.77908 2.13573 3.96674

Atoms 1-3, force components in eV/Å:
C 0.290 0.231 0.668
C -1.128 -0.563 0.686
N 1.515 -0.753 0.255

Output
* net charge: +1
* E_HOMO: -13.21 eV
* ΔE to the lowest compared entry with this formula, charge and spin: 1.568 eV

4.
Below is one molecule with the formula C11H22N6O4, with properties calculated with ωB97M-V/def2-TZVPD.

Cartesian coordinates (Å):
1 H -4.29395 4.57474 3.59870
2 N -3.34049 4.46967 3.04817
3 C -3.04969 3.22027 2.73350
4 N -3.89682 2.07716 2.98980
5 N -1.94657 2.98214 2.06971
6 C -1.95266 1.77100 1.19706
7 C -1.67762 0.39741 2.06792
8 C -1.57472 -0.88628 1.23583
9 C -0.69561 -0.59193 -0.05853
10 N -1.23126 -0.15578 -1.24989
11 C 0.18395 -1.82175 -0.43405
12 O -0.00019 -2.85722 0.13438
13 N 0.80721 -1.74245 -1.60747
14 C 1.35346 -0.78573 -2.48367
15 C 2.51444 0.08257 -1.90991
16 C 3.47248 -0.86329 -1.14608
17 C 3.12067 -1.42837 0.24898
18 N 3.35993 -2.73783 0.52463
19 O 2.86115 -0.50521 1.10080
20 C 2.14677 -1.43784 -3.66057
21 O 2.36426 -2.67048 -3.68478
22 O 2.38442 -0.68168 -4.73135
23 H -4.80609 2.18750 3.44840
24 H -3.41164 1.41817 3.62273
25 H -1.29231 3.77097 1.86194
26 H -2.90555 1.64816 0.64429
27 H -1.07682 1.92615 0.34484
28 H -2.27725 0.35539 2.97765
29 H -0.68256 0.57266 2.52532
30 H -2.51311 -1.20723 0.68387
31 H -1.19768 -1.65694 1.84979
32 H 0.02056 0.20109 0.01419
33 H -2.07928 -0.77177 -1.58792
34 H -1.61102 0.83127 -1.35815
35 H 1.23643 -2.60811 -1.78599
36 H 0.54417 -0.19499 -3.01230
37 H 2.14273 0.96452 -1.15226
38 H 2.85134 0.67808 -2.87807
39 H 4.43443 -0.41766 -0.90491
40 H 3.67490 -1.80428 -1.78019
41 H 3.18481 -3.55331 -0.39626
42 H 3.14564 -2.88134 1.64434
43 H 1.70914 0.13255 -4.74445

Atoms 1-3, force components in eV/Å:
H 2.663 -0.688 -1.318
N -1.990 -1.357 0.721
C -4.266 3.346 2.554

Output
* SMILES: [H]/N=C(\N)NCCC[C@H](N)C(=O)N[C@@H](CCC(N)=O)C(=O)O
* E_HOMO: -8.49 eV
* ΔE to the lowest compared entry with this formula, charge and spin: 6.267 eV

5.
Below is one molecule with the formula H2N2S, with properties calculated with ωB97M-V/def2-TZVPD.

Cartesian coordinates (Å):
1 N 0.26297 -0.71235 -0.40315
2 N -0.18115 0.80798 0.09538
3 S -0.51775 -0.54259 1.17163
4 H 1.30396 -0.81132 -0.39694
5 H -0.86803 1.25828 -0.46692

Atoms 1-3, force components in eV/Å:
N -1.547 2.195 0.368
N 3.502 -2.934 1.151
S 0.412 0.805 -1.587

Output
* SMILES: [nH]1[nH]s1
* E_HOMO: -8.82 eV
* ΔE to the lowest compared entry with this formula, charge and spin: 0.515 eV

6.
Below is a 7-piece molecular cluster, C30H72Cl6N4 overall, with properties calculated with ωB97M-V/def2-TZVPD.

Cartesian coordinates (Å):
1 C 3.81541 1.41582 4.62474
2 C 2.51641 0.86182 3.91674
3 N 1.40841 0.88982 4.93574
4 C 0.63741 1.99882 5.33374
5 C 0.45041 3.04982 4.33774
6 C 0.31441 -0.11418 4.40574
7 C 0.70841 -1.53618 4.58474
8 H 3.53041 2.39282 4.84974
9 H 4.58341 1.37782 3.80374
10 H 4.23141 0.67882 5.50674
11 H 2.68541 -0.17918 3.80874
12 H 2.23841 1.26782 3.02174
13 H 1.36841 2.67682 6.02074
14 H -0.25159 1.83582 6.18874
15 H 0.94141 3.48782 3.35574
16 H 0.49241 4.00582 4.76674
17 H -0.39059 2.76582 3.82274
18 H 0.11541 -0.10918 3.23474
19 H -0.60959 -0.09018 4.97674
20 H -0.13859 -2.31318 4.48174
21 H 1.38041 -1.89718 5.35074
22 H 1.43941 -1.81918 3.65774
23 C 2.41241 4.00682 -0.68426
24 C 1.57341 4.97182 0.23074
25 N 0.10841 4.66582 -0.00326
26 C -0.80159 4.80082 0.97574
27 C -0.57159 5.77882 2.00974
28 C -0.35059 5.30082 -1.20126
29 C -1.32559 4.37082 -2.07526
30 H 2.14941 4.36082 -1.69826
31 H 2.06341 3.17182 -0.66326
32 H 3.51941 4.02482 -0.36026
33 H 1.91141 5.96482 -0.15826
34 H 1.87741 4.83882 1.30774
35 H -0.32759 3.79782 1.53874
36 H -1.89659 4.42982 0.80174
37 H 0.52141 6.36682 2.15174
38 H -0.65259 5.29882 2.98074
39 H -1.24159 6.57982 1.86774
40 H 0.73741 5.71482 -1.74326
41 H -0.93559 6.11982 -0.92126
42 H -2.29459 4.34882 -1.64226
43 H -0.92459 3.31482 -2.04926
44 H -1.15259 4.58282 -3.04826
45 C -1.53159 -4.12118 1.02374
46 C -2.71159 -4.32318 0.06974
47 N -2.41459 -4.17718 -1.44926
48 C -1.50959 -5.12518 -1.93326
49 C -1.42159 -6.44118 -1.54126
50 C -3.67859 -4.12118 -2.18826
51 C -3.56359 -2.94318 -3.23226
52 H -1.02159 -2.94518 0.95874
53 H -0.82659 -4.99618 1.00074
54 H -2.01459 -4.08918 2.03074
55 H -3.43159 -3.49918 0.36674
56 H -3.26159 -5.27618 0.29574
57 H -0.39559 -4.64918 -1.77426
58 H -1.33759 -4.84218 -2.95426
59 H -1.64359 -6.98618 -0.68726
60 H -0.41159 -6.70218 -1.79526
61 H -1.98159 -7.01118 -2.11326
62 H -4.52159 -3.85718 -1.44126
63 H -4.09259 -5.10518 -2.68326
64 H -4.58159 -2.95518 -3.76626
65 H -2.54459 -2.95118 -3.60526
66 H -3.44159 -2.05018 -2.46526
67 C -1.62159 0.54082 -4.06326
68 C -0.29559 -0.23318 -4.18726
69 N 0.89441 0.55582 -4.43326
70 C 2.18441 0.07082 -4.03226
71 C 2.33541 -1.26818 -3.87626
72 C 0.88841 0.84782 -5.85626
73 C 1.58641 2.26782 -5.96726
74 H -2.38959 -0.27618 -4.14426
75 H -1.52359 1.29082 -4.81726
76 H -1.54359 1.15282 -3.24926
77 H -0.36059 -0.66518 -5.07426
78 H -0.50859 -0.84318 -3.23126
79 H 2.05841 0.56782 -2.91426
80 H 2.77941 0.83482 -4.31726
81 H 1.59041 -2.04718 -3.74826
82 H 3.11941 -1.38618 -3.16226
83 H 2.75341 -1.72718 -4.88626
84 H -0.05959 0.81382 -6.29126
85 H 1.62741 0.26782 -6.31526
86 H 2.69441 2.40782 -5.79326
87 H 1.05241 2.95282 -5.53126
88 H 1.47041 2.63382 -6.89926
89 Cl 2.05141 -0.59918 0.23674
90 C 0.64941 0.63082 -0.01626
91 C -0.59159 -0.21918 -0.07226
92 Cl -1.95959 0.87282 -0.27826
93 H 0.80741 1.17482 -0.92626
94 H 0.68141 1.17282 0.92874
95 H -0.81159 -0.67618 0.90374
96 H -0.66759 -0.92618 -0.86426
97 Cl -3.05859 -2.12818 3.50174
98 C -3.35159 -0.86518 2.13574
99 C -4.89759 -0.55818 2.17774
100 Cl -5.80859 -2.03818 1.74774
101 H -3.10059 -1.15318 1.07774
102 H -2.71559 0.08782 2.32774
103 H -5.06259 0.20182 1.37674
104 H -5.28359 -0.13418 3.06774
105 Cl 1.78141 -4.37518 2.72574
106 C 3.55141 -4.62218 2.23074
107 C 4.25941 -3.37218 1.74374
108 Cl 4.81441 -2.36118 3.13674
109 H 3.63841 -5.43118 1.44274
110 H 4.11741 -5.24818 2.92874
111 H 3.65441 -2.78018 1.33274
112 H 5.04341 -3.70218 1.20574

Atoms 1-3, force components in eV/Å:
C 0.576 -3.580 -1.409
C 0.698 -0.461 5.467
N -3.154 -4.627 -1.523

Output
* SMILES: CCN(CC)CC.CCN(CC)CC.CCN(CC)CC.CCN(CC)CC.ClCCCl.ClCCCl.ClCCCl
* E_HOMO: -7.82 eV
* ΔE to the lowest compared entry with this formula, charge and spin: 2.980 eV

7.
Below is a 2-piece molecular cluster, C6H15BO overall, with properties calculated with ωB97M-V/def2-TZVPD.

Cartesian coordinates (Å):
1 C 1.98178 1.56115 -1.66562
2 C 1.71645 0.91314 -0.24519
3 B 0.42546 -0.04679 -0.25144
4 C -0.34299 -0.57576 -1.39115
5 C -0.86703 -0.77084 0.20163
6 C -1.06924 -2.21673 0.30509
7 C -2.02530 -0.13733 0.91738
8 H 2.95948 1.98882 -1.52717
9 H 1.97653 0.85856 -2.49927
10 H 1.34963 2.42607 -1.96819
11 H 2.59679 0.40241 0.13355
12 H 1.48332 1.73506 0.38469
13 H 0.03899 -1.42243 -1.94604
14 H -0.76636 0.17744 -2.07212
15 H -0.17139 -2.77159 -0.06461
16 H -1.86188 -2.60553 -0.30134
17 H -1.24806 -2.66704 1.34434
18 H -2.30837 0.86965 0.68195
19 H -1.79831 -0.08964 1.93417
20 H -3.04580 -0.74714 0.91896
21 O 0.47551 1.24143 2.66596
22 H 0.09092 1.55775 1.93006
23 H 0.40990 0.31931 2.51436

Atoms 1-3, force components in eV/Å:
C 0.019 -0.036 0.813
C -2.008 -0.166 -1.523
B 1.933 0.452 0.200

Output
* SMILES: CCB1CC1(C)C.O
* E_HOMO: -8.98 eV
* ΔE to the lowest compared entry with this formula, charge and spin: 3.463 eV

no.,maximum force (eV/Å)
1,1.17
2,5.80
3,1.85
4,7.10
5,4.71
6,10.94
7,4.98